1 | 18
Properties=species:S:1:pos:R:3 method="wB97M-V/def2-TZVPD" homo_lumo_gap_ha=0.449 multiplicity=1 mol_weight_g_mol=84.16 homo_energy_ev=-11.00
C -1.335 -0.978 -1.103
C -0.335 0.152 -0.867
C 1.061 -0.437 -0.532
C 1.117 -0.393 0.995
C 0.539 0.996 1.267
C -0.700 1.041 0.359
H -1.357 -1.652 -0.236
H -1.047 -1.569 -1.980
H -2.354 -0.605 -1.258
H -0.281 0.769 -1.772
H 1.863 0.194 -0.933
H 1.194 -1.437 -0.959
H 0.457 -1.166 1.413
H 2.116 -0.548 1.416
H 0.329 1.207 2.319
H 1.268 1.738 0.912
H -1.570 0.623 0.884
H -0.967 2.065 0.073

2 | 18
Properties=species:S:1:pos:R:3 method="wB97M-V/def2-TZVPD" homo_lumo_gap_ha=0.386 multiplicity=1 mol_weight_g_mol=84.16 homo_energy_ev=-9.32
C -0.135 0.409 -1.697
C 0.232 -0.826 -1.669
C 1.334 0.182 -1.493
H -0.907 1.142 -1.874
H -0.032 -1.863 -1.821
H 1.835 0.328 -0.520
H 1.989 0.390 -2.341
C -0.460 1.316 1.699
C -0.696 1.980 0.574
H -1.259 0.790 2.216
H 0.545 1.138 2.083
H 0.123 2.363 -0.029
H -1.681 2.004 0.104
C 0.500 -1.731 1.251
H 0.250 -0.762 0.823
H 1.421 -2.080 0.783
H -0.308 -2.426 1.012
H 0.635 -1.653 2.335

Most stable one: 1, least stable one: 2.

1 | 18
Properties=species:S:1:pos:R:3 method="wB97M-V/def2-TZVPD" homo_lumo_gap_ha=0.312 multiplicity=1 mol_weight_g_mol=84.16 homo_energy_ev=-8.64
C -2.653 -0.035 -0.104
C -1.367 0.387 0.603
C -0.123 -0.057 -0.163
C 1.184 0.351 0.518
C 2.467 0.019 -0.315
C 2.372 -1.452 -0.409
H -2.714 0.409 -1.105
H -2.692 -1.124 -0.223
H -3.542 0.273 0.455
H -1.350 1.479 0.729
H -1.341 -0.042 1.614
H -0.149 0.363 -1.180
H 1.195 1.435 0.685
H 1.263 -0.128 1.500
H 3.325 0.338 0.288
H 2.432 0.601 -1.249
H -0.157 -1.149 -0.278
H 1.849 -1.669 -1.368

2 | 18
Properties=species:S:1:pos:R:3 method="wB97M-V/def2-TZVPD" homo_lumo_gap_ha="0.318 / 0.322" multiplicity=1 mol_weight_g_mol=84.16 homo_energy_ev="-9.39 / -9.49"
C -1.115 0.678 1.057
C -1.254 -0.707 0.430
C 0.077 -1.476 0.395
C 1.041 -0.901 -0.605
C 2.099 -0.151 -0.302
C 0.170 2.295 -1.272
H -0.331 1.279 0.567
H -0.826 0.600 2.112
H -2.051 1.243 1.006
H -1.991 -1.289 0.997
H -1.649 -0.620 -0.592
H -0.119 -2.528 0.150
H 0.529 -1.459 1.396
H 0.815 -1.100 -1.655
H 2.357 0.073 0.732
H 2.748 0.265 -1.067
H 0.445 1.516 -2.016
H -0.944 2.282 -1.333

3 | 18
Properties=species:S:1:pos:R:3 method="wB97M-V/def2-TZVPD" homo_lumo_gap_ha=0.372 multiplicity=1 mol_weight_g_mol=84.16 homo_energy_ev=-8.99
C -1.991 0.267 0.651
C -1.240 0.336 -0.676
C -0.013 1.220 -0.833
C 0.790 0.207 -1.165
C -0.275 -0.848 -1.020
H -1.335 0.027 1.496
H -2.771 -0.503 0.604
H -2.485 1.220 0.874
H -1.955 0.505 -1.488
H 0.157 2.288 -0.716
H 1.842 0.117 -1.426
H -0.471 -1.370 -1.958
H -0.165 -1.590 -0.216
C 1.990 -0.384 1.175
H 1.265 0.263 0.678
H 2.112 -1.350 0.667
H 2.950 0.138 1.178
H 1.596 -0.544 2.175

Most stable one: 3, least stable one: 2.

1 | 22
Properties=species:S:1:pos:R:3 method="wB97M-V/def2-TZVPD" homo_lumo_gap_ha=0.451 multiplicity=1 mol_weight_g_mol=88.19 homo_energy_ev=-11.18
C 0.687 3.076 -0.025
C 1.146 1.628 -0.265
C 2.649 1.391 0.009
H -0.379 3.156 -0.225
H 1.042 3.384 0.955
H 1.170 3.710 -0.772
H 0.529 0.936 0.291
H 1.058 1.423 -1.333
H 3.228 1.782 -0.826
H 2.991 2.019 0.838
H 2.798 0.332 0.178
C -2.341 -2.160 1.100
C -1.722 -2.488 -0.285
C -0.519 -1.594 -0.588
H -3.425 -2.088 1.002
H -2.107 -1.135 1.419
H -2.068 -2.808 1.930
H -1.467 -3.537 -0.279
H -2.487 -2.183 -0.960
H 0.265 -1.577 0.157
H 0.012 -2.042 -1.443
H -0.804 -0.672 -1.091

2 | 22
Properties=species:S:1:pos:R:3 method="wB97M-V/def2-TZVPD" homo_lumo_gap_ha=0.437 multiplicity=1 mol_weight_g_mol=88.19 homo_energy_ev=-10.84
C 2.006 1.547 -0.164
C 1.031 0.364 -0.389
C 1.500 -0.412 -1.597
C 1.110 -0.343 1.044
H 2.994 1.099 0.032
H 1.745 2.042 0.781
H 1.872 2.406 -0.837
H 0.029 0.811 -0.207
H 1.468 -1.478 -1.327
H 0.947 -0.354 -2.549
H 2.582 -0.277 -1.750
H 1.412 -1.417 1.000
H 1.830 0.169 1.689
H 0.134 -0.655 1.445
C -3.023 -0.044 0.867
C -2.044 -0.802 -0.058
H -3.880 0.134 0.194
H -3.333 -0.610 1.735
H -2.729 0.986 1.056
H -2.606 -1.720 -0.286
H -1.936 -0.276 -0.993
H -1.108 -1.168 0.315

Most stable one: 1, least stable one: 2.

1 | 22
Properties=species:S:1:pos:R:3 method="wB97M-V/def2-TZVPD" homo_lumo_gap_ha=0.437 multiplicity=1 mol_weight_g_mol=88.19 homo_energy_ev=-10.78
C 1.724 -0.444 -0.888
C 1.021 0.878 -0.447
C 1.832 2.034 -1.006
C -0.533 0.919 -0.870
H 1.687 -0.513 -1.972
H 1.126 -1.352 -0.668
H 2.767 -0.616 -0.657
H 0.893 0.966 0.678
H 1.850 1.874 -2.134
H 1.503 3.006 -0.772
H 2.821 2.060 -0.449
H -1.168 0.108 -0.460
H -0.944 1.826 -0.562
H -0.556 0.652 -1.914
C -2.202 -1.027 1.997
C -1.573 -2.151 1.122
H -2.404 -0.124 1.383
H -3.148 -1.399 2.536
H -1.507 -0.609 2.741
H -1.745 -2.982 1.744
H -0.573 -1.992 0.799
H -2.217 -2.156 0.256

2 | 22
Properties=species:S:1:pos:R:3 method="wB97M-V/def2-TZVPD" homo_lumo_gap_ha=0.455 multiplicity=1 mol_weight_g_mol=88.19 homo_energy_ev=-11.26
C 1.706 -0.302 1.493
C 2.188 -0.200 0.036
C 1.865 -1.531 -0.696
H 0.739 -0.780 1.614
H 2.548 -0.774 2.010
H 1.637 0.685 1.960
H 3.272 -0.086 -0.014
H 1.672 0.656 -0.410
H 2.578 -1.772 -1.483
H 0.904 -1.494 -1.218
H 1.834 -2.279 0.097
C -2.389 -0.092 0.550
C -1.427 1.008 0.026
C -1.670 1.332 -1.436
H -2.476 -0.148 1.636
H -3.411 0.073 0.204
H -1.993 -1.036 0.171
H -1.694 1.902 0.604
H -0.421 0.659 0.276
H -1.553 2.401 -1.588
H -1.187 0.618 -2.101
H -2.720 1.160 -1.731

3 | 22
Properties=species:S:1:pos:R:3 method="wB97M-V/def2-TZVPD" homo_lumo_gap_ha=0.447 multiplicity=1 mol_weight_g_mol=88.19 homo_energy_ev=-11.11
C 2.585 0.721 -0.263
C 1.281 0.319 0.457
C 0.923 -1.132 0.152
C 1.434 0.472 1.970
H 2.403 0.519 -1.322
H 3.467 0.146 0.021
H 2.761 1.763 -0.003
H 0.519 0.945 -0.005
H 0.650 -1.266 -0.902
H 1.765 -1.831 0.198
H 0.138 -1.572 0.768
H 2.014 1.349 2.265
H 0.465 0.682 2.448
H 1.786 -0.422 2.477
C -2.193 0.371 -0.845
C -3.356 -0.576 -1.159
H -1.759 0.733 -1.786
H -2.508 1.306 -0.387
H -1.397 -0.079 -0.263
H -4.261 -0.005 -1.370
H -3.204 -1.133 -2.079
H -3.510 -1.312 -0.374

4 | 22
Properties=species:S:1:pos:R:3 method="wB97M-V/def2-TZVPD" homo_lumo_gap_ha=0.447 multiplicity=1 mol_weight_g_mol=88.19 homo_energy_ev=-11.11
C 1.998 1.154 1.552
C 0.753 0.981 0.612
C -0.538 0.585 1.321
C 0.583 2.303 -0.182
H 2.796 0.484 1.243
H 1.672 0.869 2.555
H 2.272 2.203 1.583
H 0.997 0.224 -0.117
H -1.415 1.233 1.303
H -0.881 -0.324 0.835
H -0.397 0.444 2.395
H 0.937 2.409 -1.210
H -0.483 2.522 -0.285
H 0.992 3.151 0.372
C -1.204 -2.430 -0.830
C -1.368 -2.372 -2.352
H -1.493 -3.382 -0.406
H -0.145 -2.210 -0.668
H -1.740 -1.607 -0.367
H -2.370 -2.123 -2.714
H -1.145 -3.311 -2.859
H -0.770 -1.543 -2.737

Most stable one: 3, least stable one: 1.

1 | 22
Properties=species:S:1:pos:R:3 method="wB97M-V/def2-TZVPD" homo_lumo_gap_ha=0.451 multiplicity=1 mol_weight_g_mol=88.19 homo_energy_ev=-11.17
C 0.859 -1.905 1.275
C 0.974 -1.765 -0.263
C 0.100 -2.664 -1.143
H 0.077 -1.300 1.730
H 0.905 -2.936 1.616
H 1.760 -1.391 1.635
H 2.040 -1.949 -0.413
H 0.844 -0.737 -0.542
H -0.667 -2.051 -1.597
H -0.468 -3.433 -0.627
H 0.680 -2.983 -2.007
C 0.199 3.046 -0.340
C -1.069 2.191 -0.394
C -1.132 1.162 0.752
H 1.055 2.377 -0.226
H 0.170 3.812 0.430
H 0.357 3.510 -1.318
H -1.951 2.794 -0.418
H -1.098 1.685 -1.360
H -0.236 1.219 1.376
H -1.986 1.264 1.419
H -1.073 0.185 0.332

2 | 22
Properties=species:S:1:pos:R:3 method="wB97M-V/def2-TZVPD" homo_lumo_gap_ha=0.440 multiplicity=1 mol_weight_g_mol=88.19 homo_energy_ev=-10.86
C 1.225 2.080 0.051
C 0.386 1.349 -1.000
C 0.633 1.911 -2.415
H 2.311 1.831 -0.125
H 1.002 1.764 1.061
H 1.095 3.205 -0.101
H 0.593 0.337 -1.044
H -0.765 1.409 -0.682
H -0.116 1.712 -3.192
H 0.691 3.031 -2.353
H 1.711 1.718 -2.658
C -0.508 -0.962 2.105
C -0.681 -1.487 0.620
C -1.119 -2.913 0.675
H -1.417 -1.087 2.602
H 0.330 -1.542 2.402
H -0.335 0.016 2.004
H -1.429 -0.927 0.108
H 0.271 -1.424 0.156
H -2.182 -2.920 0.973
H -1.158 -3.370 -0.372
H -0.538 -3.732 1.186

Most stable one: 1, least stable one: 2.

1 | 17
Properties=species:S:1:pos:R:3 method="wB97M-V/def2-TZVPD" homo_lumo_gap_ha=0.385 charge=+1 multiplicity=1 mol_weight_g_mol=124.18 homo_energy_ev=-14.28
C 0.263 0.976 -0.848
C 1.630 0.691 1.144
C 0.897 -1.205 -0.145
N 1.031 0.189 -0.104
O -2.231 -1.063 0.303
O -1.436 1.107 0.031
S -2.747 0.397 -0.128
H -3.027 -1.638 0.301
H 0.566 1.955 -0.896
H -0.121 0.635 -1.790
H 2.604 0.389 1.399
H 1.748 1.813 1.100
H 1.031 0.401 1.959
H 1.865 -1.791 -0.329
H 0.265 -1.594 0.626
H 0.351 -1.478 -1.107
H -2.687 0.216 -1.517

2 | 17
Properties=species:S:1:pos:R:3 method="wB97M-V/def2-TZVPD" homo_lumo_gap_ha=0.347 charge=+1 multiplicity=1 mol_weight_g_mol=124.18 homo_energy_ev=-13.34
O -1.125 -0.969 1.401
C -0.524 -0.009 1.028
C 0.387 -0.043 -0.205
C 0.329 1.212 -1.024
S -1.402 1.592 -1.479
N 1.789 -0.229 0.350
H -0.480 0.928 1.594
H 0.176 -0.933 -0.729
H 0.935 1.137 -1.931
H 0.621 2.118 -0.499
H -1.649 0.404 -2.050
H 2.416 -0.215 -0.456
H 1.887 -1.166 0.796
H 2.013 0.472 1.049
H 1.902 -3.288 1.891
H 0.457 -2.570 1.845
O 1.273 -2.776 1.379

Most stable one: 2, least stable one: 1.

1 | 21
Properties=species:S:1:pos:R:3 method="wB97M-V/def2-TZVPD" homo_lumo_gap_ha=0.296 multiplicity=1 mol_weight_g_mol=115.18 homo_energy_ev=-7.09
C -0.124 0.579 -1.415
C -0.480 -0.099 1.216
C -1.600 0.622 -1.620
C 1.733 1.021 1.316
C 0.877 -0.195 1.070
N 0.650 -0.409 -1.779
N -1.378 -1.166 1.027
N 1.516 -1.242 0.463
H 0.375 1.477 -1.074
H -0.918 0.783 1.663
H 1.488 -0.818 -0.805
H 0.125 -1.201 -2.148
H -0.941 -2.077 1.060
H -2.172 -1.142 1.650
H 0.896 -2.030 0.267
H -2.054 -0.331 -1.330
H -1.840 0.833 -2.667
H -2.055 1.410 -1.020
H 1.145 1.879 1.645
H 2.271 1.303 0.407
H 2.488 0.802 2.074

2 | 21
Properties=species:S:1:pos:R:3 method="wB97M-V/def2-TZVPD" homo_lumo_gap_ha=0.338 multiplicity=1 mol_weight_g_mol=115.18 homo_energy_ev=-8.31
H 0.840 1.923 1.726
N 1.560 1.284 1.380
C 1.451 1.214 0.097
C 2.429 0.371 -0.676
N 0.472 1.890 -0.569
H 2.036 0.128 -1.666
H 2.622 -0.559 -0.134
H 3.368 0.921 -0.786
H -0.421 1.896 -0.072
H 0.308 1.574 -1.519
C -0.349 -2.348 -0.024
C -1.024 -1.161 0.579
C -1.824 -0.334 -0.100
N -2.391 0.815 0.391
H -0.265 -2.260 -1.111
H 0.666 -2.438 0.379
H -0.896 -3.263 0.219
H -0.786 -0.954 1.621
H -2.059 -0.517 -1.148
H -2.420 0.829 1.411
H -3.319 0.988 0.003

3 | 21
Properties=species:S:1:pos:R:3 method="wB97M-V/def2-TZVPD" homo_lumo_gap_ha=0.329 multiplicity=1 mol_weight_g_mol=115.18 homo_energy_ev=-7.98
C -2.803 -1.152 -0.618
N -2.149 -0.091 -0.571
C -0.811 -0.022 0.420
C -0.903 1.309 1.137
C 0.318 -0.220 -0.517
N 0.567 0.847 -1.416
C 1.629 -0.514 0.615
N 2.918 -0.371 0.013
H -2.565 -2.059 -0.028
H -3.693 -1.221 -1.244
H -0.906 -0.877 1.104
H -1.925 1.467 1.477
H -0.249 1.335 2.007
H -0.659 2.148 0.490
H 0.208 -1.154 -1.074
H 0.674 1.752 -0.978
H 1.141 0.589 -2.206
H 1.613 0.089 1.524
H 1.482 -1.554 0.906
H 3.135 0.599 -0.189
H 2.978 -0.900 -0.851

Most stable one: 2, least stable one: 1.

1 | 9
Properties=species:S:1:pos:R:3 method="wB97M-V/def2-TZVPD" homo_lumo_gap_ha=0.337 multiplicity=1 mol_weight_g_mol=102.04 homo_energy_ev=-8.90
O -2.197 1.388 -0.470
C -1.372 0.629 -0.229
O -1.424 -0.582 0.395
C -0.108 -1.075 0.453
C 0.719 -0.106 -0.028
O 2.039 -0.068 -0.230
O -0.047 0.850 -0.494
H 0.050 -1.998 0.881
H 2.340 0.962 -0.279

2 | 9
Properties=species:S:1:pos:R:3 method="wB97M-V/def2-TZVPD" homo_lumo_gap_ha=0.338 multiplicity=1 mol_weight_g_mol=102.05 homo_energy_ev=-9.92
O 1.296 -1.430 0.245
C 0.996 -0.462 -0.371
C 0.652 0.965 0.408
O 0.715 2.003 -0.183
H 1.161 -0.234 -1.432
H 0.502 0.874 1.499
O -1.649 -1.708 -0.232
C -1.714 -0.569 0.035
O -1.959 0.561 0.030

Most stable one: 2, least stable one: 1.